Entry w
C3H4N4 in the gas phase, computed with wB97M-V/def2-TZVPD.

Computed properties:
SMILES = Nc1nccnn1
multiplicity = 1

Last column: Löwdin charge in e.
Atoms and positions in Å:
N (-0.3616, -0.9720, 0.2447)  0.093
N (-1.5985, 0.6269, 1.4371)  0.105
N (0.0514, 1.4012, -0.0313)  0.055
N (0.8433, 1.1267, -1.0923)  -0.003
C (-0.6459, 0.3143, 0.5203)  -0.466
C (0.5624, -1.2657, -0.6944)  -0.100
C (1.0977, -0.1418, -1.4272)  -0.163
H (-1.5044, 1.6140, 1.7119)  0.104
H (1.1014, -2.2870, -0.6211)  0.132
H (1.9122, -0.3039, -2.2268)  0.116
H (-1.4579, -0.1127, 2.1789)  0.127

Entry x
C3H4N4 in the gas phase, computed with wB97M-V/def2-TZVPD.

Computed properties:
SMILES = [H]/N=N\c1c[nH]cn1
multiplicity = 1

Last column: Löwdin charge in e.
Atoms and positions in Å:
N (-0.6195, 0.1094, 0.8443)  0.091
N (-0.7401, 0.0166, -1.6492)  -0.036
N (1.5538, -0.0799, 1.0656)  0.053
N (-1.9613, 0.0023, -1.5421)  0.038
C (0.3525, 0.0291, 1.7014)  -0.183
C (1.3393, -0.0522, -0.2552)  -0.047
C (-0.0420, 0.0181, -0.4050)  -0.342
H (0.2097, 0.0030, 2.7627)  0.117
H (2.4363, -0.2451, 1.4817)  0.142
H (-2.2773, 0.1105, -0.5379)  0.056
H (2.1021, -0.1771, -0.9832)  0.112

Entry y
C3H4N4 in the gas phase, computed with wB97M-V/def2-TZVPD.

Computed properties:
SMILES = [H]/N=N/c1c[nH]cn1
multiplicity = 1

Last column: Löwdin charge in e.
Atoms and positions in Å:
N (0.2102, 0.5013, -1.2438)  0.050
N (-1.9059, -1.5147, 0.7787)  0.066
N (1.1148, 1.3370, 0.5797)  -0.009
N (-0.8450, -1.5701, -0.3690)  0.048
C (0.6201, -0.0250, 0.8875)  -0.065
C (0.0672, -0.4418, -0.2305)  -0.459
C (0.7642, 1.6592, -0.7564)  -0.153
H (-2.2601, -2.5614, 0.5245)  0.059
H (0.6974, 2.7532, -1.3113)  0.167
H (1.0084, -0.3858, 1.8297)  0.105
H (1.8261, 1.7650, 1.3348)  0.191

entry x (2.1 kcal/mol below the next structure)

Entry w
C3H4N4 in the gas phase, computed with wB97M-V/def2-TZVPD.

Computed properties:
multiplicity = 1

Last column: Löwdin charge in e.
Atoms and positions in Å:
N (0.0772, 0.7588, -0.1343)  0.001
N (1.5324, -1.1173, -0.0888)  0.004
N (2.3226, -0.1733, 0.0398)  -0.193
N (2.2070, 0.9621, 0.1607)  0.174
C (-0.7811, -1.5308, -0.0093)  0.050
C (0.1493, -0.6213, -0.0431)  -0.429
C (-0.8364, 1.6389, -0.0322)  0.046
H (-0.5197, 2.6762, -0.0314)  0.084
H (-0.4336, -2.5686, 0.2541)  0.088
H (-1.8576, 1.1733, -0.0401)  0.097
H (-1.8601, -1.1981, -0.0754)  0.078

Entry x
C3H4N4 in the gas phase, computed with wB97M-V/def2-TZVPD.

Computed properties:
SMILES = [H]/N=C\n1nccn1
multiplicity = 1

Last column: Löwdin charge in e.
Atoms and positions in Å:
N (-0.0879, 1.9032, 1.7719)  0.103
N (-0.3294, 0.3739, 0.0904)  -0.220
N (-0.3421, -0.8518, 0.7662)  0.116
N (-0.0809, 0.3109, -1.2347)  0.082
C (-0.2560, 1.6568, 0.5942)  -0.317
C (0.3733, -0.9777, -1.4162)  -0.145
C (0.2208, -1.7364, -0.2559)  -0.074
H (0.7000, -1.3053, -2.4443)  0.115
H (0.3004, -2.7723, -0.1659)  0.068
H (-0.6178, 2.3922, -0.1669)  0.136
H (0.1197, 1.0066, 2.4611)  0.137

entry x (50.2 kcal/mol below the next structure)

Entry w
C4H10FN in the gas phase, computed with wB97M-V/def2-TZVPD.

Computed properties:
SMILES = CC[C@H](N)CF
multiplicity = 1

Last column: Löwdin charge in e.
Atoms and positions in Å:
F (2.0136, -0.3901, -0.7062)  -0.085
N (-0.0141, 1.3822, -0.1832)  0.021
C (-2.4083, -0.1726, -0.2265)  -0.097
C (-0.0303, 0.2126, 0.6047)  -0.467
C (1.3840, -0.3387, 0.5883)  -0.129
C (-0.9717, -0.7529, 0.0179)  -0.231
H (-2.9061, 0.2613, 0.6198)  0.052
H (0.7180, 1.2408, -0.9490)  0.111
H (0.3745, 2.1703, 0.3487)  0.088
H (-0.3931, 0.5525, 1.5838)  0.159
H (2.0700, 0.2029, 1.1792)  0.105
H (-0.9743, -1.6468, 0.6130)  0.102
H (-0.6728, -0.9599, -1.0160)  0.120
H (-3.1334, -0.9389, -0.6371)  0.085
H (-2.2360, 0.6291, -0.9362)  0.053
H (1.2881, -1.3659, 0.9272)  0.113

Entry x
C4H10FN in the gas phase, computed with wB97M-V/def2-TZVPD.

Computed properties:
SMILES = CC(C)N(C)F
multiplicity = 1

Last column: Löwdin charge in e.
Atoms and positions in Å:
F (0.2854, -1.5882, -0.9136)  -0.086
N (0.1009, -0.1858, -1.0067)  -0.137
C (0.3713, -0.2519, 1.4960)  -0.060
C (-0.3524, 0.3133, 0.2737)  -0.440
C (1.4648, 0.3662, -1.5972)  -0.001
C (-1.8480, -0.0152, 0.3245)  -0.067
H (1.4154, 0.0495, 1.5194)  0.068
H (0.3196, -1.3386, 1.4882)  0.076
H (-2.3217, 0.3247, -0.5927)  0.075
H (1.7220, -0.2922, -2.4138)  0.069
H (-0.1121, 0.1032, 2.3991)  0.075
H (-1.9844, -1.0916, 0.3997)  0.078
H (1.2421, 1.3668, -1.9449)  0.071
H (-2.3254, 0.4633, 1.1750)  0.073
H (2.2406, 0.3767, -0.8336)  0.065
H (-0.2181, 1.3996, 0.2269)  0.143

entry w (33.9 kcal/mol below the next structure)

Entry w
2 unconnected molecules or ions with the total composition C4H16N6, computed with wB97M-V/def2-TZVPD.

Computed properties:
total charge = +2
multiplicity = 1

Last column: Löwdin charge in e.
Atoms and positions in Å:
N (0.0320, 0.8966, -2.0940)  0.228
N (0.2511, 1.0324, 1.2833)  0.043
N (-2.1986, 0.5152, -1.5904)  0.219
N (2.3540, 0.1281, 1.2027)  0.218
N (0.6314, -0.9178, 2.3937)  0.235
N (-0.7697, -1.2482, -1.5531)  0.047
C (0.5748, -1.8551, -1.5262)  -0.018
C (1.0934, 0.0697, 1.6317)  -0.464
C (-1.0348, 1.2855, 1.9465)  -0.028
C (-0.9462, 0.0748, -1.7522)  -0.443
H (2.7098, 1.0719, 1.0950)  0.140
H (-2.4240, 1.4901, -1.6772)  0.138
H (-1.0762, 0.8586, 2.9409)  0.103
H (0.5667, 1.8798, 0.8383)  0.152
H (1.2940, -1.5955, 2.7356)  0.148
H (-1.1668, 2.3283, 2.2346)  0.107
H (0.6517, -2.6609, -2.2461)  0.107
H (-0.3240, -1.1120, 2.1625)  0.128
H (3.0713, -0.4737, 1.5806)  0.143
H (-0.1465, 1.8843, -2.1699)  0.142
H (-1.8503, 1.0855, 1.2579)  0.080
H (-2.8787, -0.1685, -1.3037)  0.139
H (0.9025, 0.5858, -2.4605)  0.121
H (1.3441, -1.1020, -1.5496)  0.070
H (-1.5189, -1.8412, -1.8736)  0.162
H (0.6497, -2.3423, -0.5510)  0.085

Entry x
2 unconnected molecules or ions with the total composition C4H16N6, computed with wB97M-V/def2-TZVPD.

Computed properties:
total charge = +2
multiplicity = 1

Last column: Löwdin charge in e.
Atoms and positions in Å:
N (-0.3322, -1.6312, 2.3573)  0.235
N (-2.2881, -1.1452, 1.2115)  0.068
N (-1.8233, 0.0117, 3.1275)  0.190
N (1.5956, 2.3028, -0.5859)  0.206
N (0.3274, 2.4226, -2.5156)  0.233
N (1.7549, 0.6303, -2.1655)  0.052
C (1.2091, 1.7785, -1.7638)  -0.433
C (-1.4542, -0.9514, 2.2105)  -0.428
C (2.2755, -0.4045, -1.2548)  -0.027
C (-2.0438, -1.9438, 0.0168)  -0.013
H (3.2660, -0.0271, -0.9803)  0.100
H (0.4243, -1.2959, 2.9301)  0.141
H (-0.0890, 3.2568, -2.1771)  0.131
H (-0.1249, 1.9063, -3.2502)  0.140
H (2.3980, 1.8946, -0.1298)  0.118
H (-1.0481, 0.3331, 3.7038)  0.126
H (-1.4888, -2.8524, 0.2635)  0.090
H (1.7730, -0.5017, -0.2932)  0.077
H (1.6002, 3.3100, -0.4830)  0.142
H (-3.1581, -0.7012, 1.2215)  0.145
H (1.4739, 0.2931, -3.0741)  0.159
H (-2.9638, -2.1937, -0.4820)  0.107
H (-1.3283, -1.4862, -0.6531)  0.082
H (-0.2044, -2.5143, 1.8870)  0.130
H (2.3376, -1.3531, -1.7524)  0.099
H (-2.0884, 0.8619, 2.6313)  0.129

entry x (6.8 kcal/mol below the next structure)

Entry w
2 unconnected molecules or ions with the total composition C6H7OP, computed with wB97M-V/def2-TZVPD.

Computed properties:
multiplicity = 1

Last column: Löwdin charge in e.
Atoms and positions in Å:
P (2.7366, 1.5921, 0.0675)  0.802
O (1.5459, -1.4020, 2.0126)  -0.154
C (1.1648, 0.9092, -0.4868)  -0.719
C (-1.3221, 0.9198, -0.2581)  -0.069
C (1.0457, -0.2186, -1.2608)  -0.155
C (-1.4054, -0.2443, -1.0620)  -0.093
C (-0.0083, 1.4635, -0.0068)  -0.163
C (-0.2114, -0.7003, -1.5460)  -0.129
H (-2.2238, 1.2717, 0.4128)  0.134
H (-0.1750, -1.5920, -2.1979)  0.113
H (2.0312, -0.4618, 1.9588)  0.051
H (1.8083, -0.6575, -1.9087)  0.108
H (-2.3614, -0.7554, -1.3614)  0.121
H (0.1710, 2.2067, 0.8672)  0.106
H (1.9964, -1.9701, 2.6979)  0.048

Entry x
C6H7OP in the gas phase, computed with wB97M-V/def2-TZVPD.

Computed properties:
multiplicity = 1

Last column: Löwdin charge in e.
Atoms and positions in Å:
P (1.7015, -1.0148, -2.1939)  0.892
O (1.5831, 0.7708, -0.1414)  -0.063
C (-0.1635, -1.2036, 1.6089)  0.190
C (-1.3756, 0.8178, 1.0699)  -0.137
C (-0.7990, 1.4132, 0.0387)  -0.030
C (0.9584, -0.4035, -0.6922)  -0.448
C (0.3718, 0.9130, -0.7841)  -0.400
C (-1.1752, -0.4234, 1.7698)  -0.203
H (0.6082, 1.4386, -1.7022)  0.117
H (-1.1893, 2.4183, -0.2317)  0.113
H (2.4141, -1.9930, -1.7097)  -0.159
H (0.6203, -1.8545, 1.3881)  0.028
H (-1.9912, -0.5976, 2.4172)  0.084
H (0.5719, -1.7788, -2.3475)  -0.094
H (-2.1353, 1.4975, 1.5102)  0.110

entry w (103.6 kcal/mol below the next structure)

Entry w
C4H3N in the gas phase, computed with wB97M-V/def2-TZVPD.

Computed properties:
multiplicity = 1

Last column: Löwdin charge in e.
Atoms and positions in Å:
N (-1.9176, -0.2654, -0.0938)  -0.040
C (-3.0549, 0.2497, 0.0507)  -0.023
C (-0.2563, -0.0389, -0.4719)  -0.146
C (0.9449, 0.6865, 0.1752)  -0.024
C (0.6793, -0.8221, -0.2153)  -0.021
H (0.8683, -1.8684, -0.3407)  0.105
H (1.6389, 1.1992, -0.3957)  0.040
H (1.0974, 0.8594, 1.2916)  0.109

Entry x
C4H3N in the gas phase, computed with wB97M-V/def2-TZVPD.

Computed properties:
SMILES = C=C=CC#N
multiplicity = 1

Last column: Löwdin charge in e.
Atoms and positions in Å:
N (1.5957, -1.8529, 1.5521)  0.132
C (1.2079, -1.1722, 0.6951)  -0.252
C (-1.3451, 1.1052, -0.0838)  0.047
C (-0.4878, 0.1679, -0.2479)  -0.185
C (0.6750, -0.4324, -0.3883)  -0.149
H (1.0563, -0.5929, -1.3834)  0.108
H (-0.2218, 1.7413, -0.0538)  0.196
H (-2.4801, 1.0360, -0.0900)  0.103

Entry y
C4H3N in the gas phase, computed with wB97M-V/def2-TZVPD.

Computed properties:
SMILES = N#CC1C=C1
multiplicity = 1

Last column: Löwdin charge in e.
Atoms and positions in Å:
N (1.7510, -1.8006, -0.1760)  0.146
C (-0.1613, -0.2453, -0.6065)  -0.169
C (-0.6093, 0.4992, 0.9612)  0.134
C (0.8717, -1.0761, -0.3048)  -0.317
C (-0.0378, 1.1461, 0.0066)  -0.062
H (-1.0192, -0.3949, -1.2165)  0.105
H (-0.6665, -0.1861, 1.7666)  0.093
H (-0.1286, 2.0577, -0.4306)  0.069

entry x (6.6 kcal/mol below the next structure)